This record from OMol25 describes a molecular structure, C42H23N8ORuS. The level of theory is ωB97M-V with the def2-TZVPD basis set.

```
76
Properties=species:S:1:pos:R:3:mulliken_spin:R:1
Ru -1.39 -0.02 -0.04 -0.383
S 7.66 0.27 -0.18 0.000
O 7.27 -2.07 0.96 0.000
N -2.39 -2.18 2.34 -0.059
N -1.58 0.04 1.92 -0.064
N -0.97 2.33 2.34 -0.055
N -1.04 2.35 -2.39 -0.055
N -1.70 0.07 -1.99 -0.064
N -2.19 -1.84 -0.03 -0.073
N -2.45 -2.17 -2.40 -0.055
N -1.02 1.94 -0.03 -0.069
C -3.44 -3.63 0.69 0.039
C 5.90 0.09 -0.36 -0.006
C -1.12 5.32 -1.43 0.034
C -0.91 1.35 5.27 0.031
C -2.64 -2.50 1.09 0.175
C -1.05 0.66 6.45 0.015
C 9.53 -1.24 1.11 0.000
C 0.52 -0.32 -0.26 -0.009
C 5.08 1.12 0.10 0.004
C -1.76 -1.36 -5.36 0.032
C -1.46 -0.68 -6.53 0.014
C -1.86 -1.04 2.73 0.130
C -4.83 -5.56 -0.70 0.015
C -1.07 0.66 -6.51 0.014
C -1.07 5.31 1.41 0.032
C 3.14 -0.20 -0.46 0.010
C -1.19 1.10 2.72 0.116
C 3.71 0.98 0.04 -0.007
C -1.25 0.69 -4.15 0.042
C -1.05 4.13 -0.73 0.028
C -1.17 6.49 -0.70 0.014
C 8.08 -1.22 0.71 0.000
C -1.14 6.49 0.69 0.016
C -1.02 4.12 0.69 0.032
C -1.66 -0.67 -4.16 0.041
C -1.45 -0.68 6.47 0.012
C -1.00 2.74 1.09 0.172
C -0.95 1.36 -5.33 0.033
C -1.18 0.67 4.09 0.042
C -3.46 -3.63 -0.72 0.035
C -1.94 -1.02 -2.80 0.125
C -2.67 -2.50 -1.14 0.181
C 1.73 -0.31 -0.41 -0.024
C -4.82 -5.56 0.70 0.015
C -1.72 -1.37 5.30 0.034
C -1.28 1.12 -2.78 0.113
C 3.98 -1.20 -0.96 -0.008
C -1.60 -0.68 4.10 0.042
C -4.12 -4.60 1.41 0.036
C -4.16 -4.60 -1.42 0.035
C -1.04 2.75 -1.14 0.181
C 5.35 -1.05 -0.92 0.004
H -2.03 -2.40 5.31 0.002
H 3.06 1.76 0.41 0.000
H -1.06 5.29 2.49 0.003
H -0.86 1.16 7.39 0.002
H 9.60 -0.93 2.15 0.000
H -4.12 -4.59 2.49 0.003
H -4.19 -4.58 -2.50 0.003
H -0.66 2.40 -5.30 0.002
H 5.52 2.02 0.50 0.000
H 5.99 -1.82 -1.31 0.000
H -1.14 5.32 -2.51 0.003
H -2.06 -2.40 -5.38 0.002
H 3.54 -2.10 -1.38 0.000
H -0.60 2.38 5.24 0.002
H 10.11 -0.55 0.50 0.000
H 9.91 -2.25 1.03 0.000
H -5.36 -6.33 1.24 0.002
H -1.56 -1.18 7.42 0.001
H -1.24 7.44 -1.22 0.002
H -5.39 -6.33 -1.21 0.002
H -0.86 1.16 -7.45 0.001
H -1.55 -1.19 -7.48 0.002
H -1.19 7.43 1.22 0.002
```

Values from the calculation:
orbital gap (spin up / spin down) = 5.19 / 4.37 eV
expectation value of S² = 1.104
multiplicity = 2

---

This record from OMol25 describes a molecular structure, C5H38NO15. The level of theory is ωB97M-V with the def2-TZVPD basis set.

```
59
Properties=species:S:1:pos:R:3:mulliken_charge:R:1
O -3.09 1.62 2.46 -0.754
O -0.07 1.31 3.72 -0.614
O 1.89 2.71 -2.51 -0.896
O -1.34 -2.45 3.83 -0.771
O -1.84 0.44 -3.17 -0.765
O -4.37 -0.44 -2.03 -0.668
O 1.76 0.94 -4.48 -0.761
O -4.06 -2.72 1.07 -0.690
O 1.74 -2.94 -3.36 -0.646
O 4.31 0.33 1.44 -0.584
O -2.80 -0.91 2.46 -0.584
O -0.12 -1.31 -3.97 -0.736
O 3.21 1.96 -0.48 -0.727
O 1.88 -1.03 3.26 -0.603
O -0.38 2.18 -1.70 -0.776
N -0.86 0.76 0.12 0.237
C -0.73 2.23 -0.41 -0.371
C 1.21 -1.19 2.03 1.134
C 0.39 -0.06 -0.06 -1.135
C 1.76 -2.37 1.25 -1.616
C 1.34 0.15 1.09 0.073
H 0.03 2.75 0.28 0.219
H 0.93 0.41 -4.59 0.325
H -3.17 -2.98 1.58 0.337
H 1.99 -1.98 -3.41 0.329
H -0.28 -0.67 -3.37 0.428
H 4.09 0.78 0.67 0.358
H 0.71 2.64 -2.04 0.313
H 1.86 -3.08 2.01 0.501
H 2.36 0.05 0.68 -0.299
H 1.25 -2.58 0.28 0.342
H -1.94 -0.50 2.03 0.527
H -1.63 0.47 -0.53 0.011
H 0.82 -2.77 -3.38 0.384
H -1.32 1.29 -2.76 0.389
H -3.34 -0.34 2.93 0.198
H 2.28 1.97 -0.95 0.401
H -3.47 -0.29 -2.33 0.363
H -1.04 -1.60 -4.13 0.254
H -2.68 0.80 -3.51 0.252
H 0.05 -1.36 2.19 -0.450
H -0.76 -1.91 4.28 0.266
H 2.87 -1.04 3.17 0.384
H 1.31 1.15 1.51 0.302
H -3.93 -1.79 1.11 0.378
H -1.60 2.88 -0.10 0.326
H 1.78 1.49 -3.64 0.463
H 3.80 2.22 -1.17 0.253
H -4.34 -1.11 -1.22 0.347
H 2.09 3.59 -2.79 0.119
H 0.97 0.21 -1.01 -0.107
H 2.68 -2.01 0.71 0.319
H 0.09 -0.97 -0.44 0.957
H -2.76 2.06 3.29 0.302
H -2.02 -1.83 3.28 0.449
H 0.53 1.59 3.09 0.403
H 0.23 0.40 4.03 0.311
H -2.49 1.73 1.72 0.284
H 4.22 1.15 1.98 0.315
```

Values from the calculation:
energy above the lowest of the compared OMol25 structures with the same formula, charge and spin = 595.2 kJ/mol
orbital gap = 9.11 eV
total charge = -1

---

This record from OMol25 describes a single C21H26N4O7S molecule. The level of theory is ωB97M-V with the def2-TZVPD basis set.

```
59
Properties=species:S:1:pos:R:3:mulliken_charge:R:1
S -1.20 -1.76 0.21 0.831
O 3.66 -2.18 1.78 -0.491
O 3.06 2.42 -2.47 -0.689
O -1.69 -2.95 0.83 -0.771
O -4.75 2.82 1.31 -0.576
O 4.37 2.11 -0.79 -0.611
O -1.20 4.84 -0.94 -0.648
O 0.12 -1.32 0.59 -0.203
N 3.14 0.53 1.11 0.089
N -2.49 3.20 -0.11 -0.070
N -1.25 -1.82 -1.45 0.365
N 3.26 2.20 -1.29 1.152
C 3.44 0.11 2.46 -1.062
C 0.66 -0.61 -2.36 -0.625
C 1.01 2.85 -0.81 -0.483
C 0.01 2.43 1.32 -0.369
C -0.08 2.99 0.04 -0.597
C -2.80 1.92 0.32 -0.715
C 1.09 1.68 1.69 -0.527
C -1.27 3.76 -0.39 -0.313
C 2.16 1.41 0.80 2.022
C 3.75 -0.36 0.14 -0.773
C 2.99 -1.34 2.69 -0.142
C 2.12 2.11 -0.43 -0.476
C -3.98 1.73 1.07 1.235
C -2.02 0.81 0.02 -0.237
C -3.47 -0.61 1.31 -0.593
C 3.34 -1.81 0.46 -0.213
C -4.30 0.47 1.55 -0.858
C -2.35 -0.43 0.54 -0.494
C -2.39 -3.98 -1.98 -1.163
C 0.01 -1.97 -2.17 -0.734
C -2.44 -2.45 -1.98 -0.601
H 1.90 -1.41 2.53 0.044
H 1.01 3.35 -1.77 0.559
H -3.28 3.84 -0.20 0.248
H 3.88 -2.50 -0.19 0.435
H -5.53 2.58 1.82 0.327
H -3.26 -2.11 -1.34 0.260
H -1.58 -4.34 -2.61 0.321
H -1.15 0.89 -0.61 0.725
H 0.89 -0.18 -1.39 -0.312
H 1.59 -0.71 -2.92 0.532
H 4.53 0.15 2.57 0.374
H 3.40 -0.14 -0.87 0.518
H -2.60 -2.07 -2.99 0.497
H -0.79 2.59 2.03 0.417
H -3.69 -1.59 1.71 0.556
H 1.09 1.23 2.67 0.306
H -2.23 -4.34 -0.97 0.310
H -5.20 0.34 2.14 0.286
H 4.84 -0.24 0.17 0.286
H 2.26 -1.91 0.30 0.102
H 3.00 0.79 3.18 0.532
H 0.00 0.07 -2.90 0.371
H -3.33 -4.38 -2.36 0.410
H 0.68 -2.63 -1.62 0.203
H 3.26 -1.68 3.69 0.437
H -0.21 -2.42 -3.14 0.594
```

Values from the calculation:
energy above the lowest of the compared OMol25 structures with the same formula, charge and spin = 419.0 kJ/mol
orbital gap = 7.79 eV
SMILES string = CCN(CC)S(=O)(=O)c1ccc(O)c(NC(=O)c2ccc(N3CCOCC3)c([N+](=O)[O-])c2)c1

---

This record from OMol25 describes a molecular structure, C2H6NaO2. The level of theory is ωB97M-V with the def2-TZVPD basis set.

```
11
Properties=species:S:1:pos:R:3:mulliken_spin:R:1
Na 2.02 1.48 0.42 0.009
O -0.17 1.68 -0.13 0.107
O 2.12 -0.79 0.15 0.043
C -1.24 0.84 0.00 -0.041
C -0.92 -0.63 -0.07 0.844
H -0.98 -1.13 0.91 0.017
H -1.78 1.04 0.96 -0.003
H -2.01 1.06 -0.79 0.017
H -0.79 -0.98 -1.10 0.000
H 2.71 -1.36 -0.34 -0.001
H 1.04 -1.21 -0.01 0.009
```

Values from the calculation:
energy above the lowest of the compared OMol25 structures with the same formula, charge and spin = 0.0 kJ/mol
orbital gap (spin up / spin down) = 6.56 / 6.42 eV
expectation value of S² = 0.755
multiplicity = 2

---

This record from OMol25 describes a molecular structure, C3H6N2O. The level of theory is ωB97M-V with the def2-TZVPD basis set.

```
12
Properties=species:S:1:pos:R:3:mulliken_charge:R:1
O 0.25 -1.06 0.09 -0.350
N 0.61 1.17 0.04 -0.164
N 1.73 0.69 0.21 -0.332
C -0.34 0.12 -0.22 0.564
C 1.63 -0.76 0.21 -0.145
C -1.77 0.36 0.18 -1.279
H -2.49 -0.13 -0.52 0.306
H 2.26 -1.13 -0.73 0.222
H 2.12 -1.16 1.10 0.270
H -0.13 0.43 -1.54 0.158
H -1.90 0.13 1.20 0.336
H -1.98 1.35 -0.01 0.413
```

Values from the calculation:
energy above the lowest of the compared OMol25 structures with the same formula, charge and spin = 338.1 kJ/mol
orbital gap = 10.44 eV

---

This record from OMol25 describes 7 unconnected molecules or ions with the total composition C19H43N6O9. The level of theory is ωB97M-V with the def2-TZVPD basis set.

```
77
Properties=species:S:1:pos:R:3:mulliken_charge:R:1
O -7.56 -35.38 -9.02 -0.335
O -2.99 -33.45 -9.92 -0.658
O -7.08 -33.81 -7.47 -0.784
O -6.83 -30.59 -6.82 -0.629
O -8.69 -35.08 -3.83 -0.523
O -12.07 -32.90 -6.76 -0.586
O -8.69 -36.24 -14.35 -0.648
O -9.46 -31.95 -8.60 -0.479
O -8.82 -35.19 -7.16 -0.776
N -12.63 -33.80 -8.76 -0.143
N -6.34 -31.26 -8.92 0.283
N -4.29 -35.26 -9.53 -0.143
N -10.06 -36.36 -12.55 -0.091
N -8.81 -32.96 -10.51 1.139
N -7.72 -36.39 -2.28 -0.205
C -11.03 -35.96 -14.73 -1.165
C -9.02 -36.72 -11.57 -0.834
C -8.85 -33.18 -11.95 -1.512
C -8.00 -36.03 -3.57 0.510
C -12.65 -32.82 -7.81 0.723
C -6.18 -31.01 -10.33 -0.570
C -9.60 -32.12 -9.79 0.445
C -3.94 -35.48 -8.15 -0.879
C -10.58 -31.23 -10.56 -1.308
C -11.92 -35.06 -8.64 -0.766
C -3.71 -34.33 -10.33 0.789
C -7.40 -36.90 -4.66 -0.657
C -6.72 -30.32 -8.00 0.789
C -7.85 -34.75 -7.77 0.605
C -13.51 -31.59 -8.08 -1.115
C -7.07 -28.92 -8.46 -1.206
C -8.40 -35.72 -1.19 -0.828
C -9.81 -36.19 -13.87 0.783
C -4.07 -34.41 -11.79 -1.053
H -7.93 -36.00 -0.24 0.330
H -7.16 -28.78 -9.54 0.389
H -3.34 -35.05 -12.30 0.372
H -5.04 -34.86 -12.06 0.147
H -4.90 -35.96 -9.91 0.304
H -8.06 -33.92 -12.12 0.278
H -10.87 -34.95 -8.94 0.148
H -8.03 -28.63 -8.04 0.267
H -7.11 -31.06 -10.90 0.181
H -8.67 -32.27 -12.51 0.443
H -8.23 -33.60 -9.98 -0.188
H -12.85 -30.74 -8.25 0.222
H -8.00 -36.49 -11.85 0.223
H -12.93 -33.56 -9.69 0.250
H -3.50 -34.62 -7.65 0.323
H -4.03 -33.42 -12.22 0.318
H -6.41 -36.52 -4.92 0.192
H -9.46 -35.97 -1.12 0.259
H -8.31 -34.64 -1.30 0.257
H -9.11 -37.80 -11.41 0.474
H -3.37 -36.40 -8.00 0.337
H -7.25 -37.92 -4.28 0.388
H -11.00 -36.58 -12.28 0.248
H -7.25 -37.25 -2.09 0.234
H -14.16 -31.43 -7.23 0.346
H -8.06 -36.90 -5.52 0.076
H -6.72 -34.95 -9.24 0.066
H -9.34 -36.27 -10.64 0.110
H -11.61 -31.48 -10.33 0.070
H -9.74 -33.70 -12.32 0.396
H -11.94 -35.79 -14.15 0.319
H -10.90 -35.04 -15.30 0.285
H -6.30 -28.24 -8.12 0.295
H -12.37 -35.77 -9.34 0.330
H -11.15 -36.76 -15.46 0.329
H -6.44 -32.22 -8.57 0.026
H -11.98 -35.48 -7.64 0.283
H -5.53 -31.79 -10.75 -0.227
H -14.12 -31.69 -8.98 0.303
H -10.38 -31.22 -11.63 0.417
H -5.66 -30.07 -10.48 0.526
H -4.87 -35.66 -7.60 0.183
H -10.35 -30.22 -10.22 0.300
```

Values from the calculation:
energy above the lowest of the compared OMol25 structures with the same formula, charge and spin = 70.3 kJ/mol
orbital gap = 7.19 eV
total charge = -1

---

This record from OMol25 describes a gas-phase ion, C5H8NO2 (charge -1). The level of theory is ωB97M-V with the def2-TZVPD basis set.

```
16
Properties=species:S:1:pos:R:3:mulliken_charge:R:1
O -0.15 -1.49 -1.85 -0.681
O -0.36 0.57 -2.87 -0.744
N 1.28 1.68 -0.97 -0.709
C -0.50 0.24 0.41 -0.734
C -0.48 -1.06 1.08 -0.165
C -0.50 -1.08 2.43 -0.790
C -0.04 -0.26 -2.01 0.356
C 0.70 0.39 -0.64 0.135
H 1.05 1.95 -1.91 0.309
H -0.16 -0.20 2.92 0.251
H -0.73 -1.99 0.57 0.316
H -0.70 1.18 0.95 0.460
H 0.96 2.42 -0.31 0.200
H -0.47 -1.95 3.08 0.280
H 1.37 -0.45 -0.50 0.301
H -1.27 0.05 -0.38 0.215
```

Values from the calculation:
energy above the lowest of the compared OMol25 structures with the same formula, charge and spin = 157.1 kJ/mol
orbital gap = 7.50 eV
SMILES string = C=CC[C@H](N)C(=O)[O-]
total charge = -1

---

This record from OMol25 describes a single C4H9NO2 molecule. The level of theory is ωB97M-V with the def2-TZVPD basis set.

```
16
Properties=species:S:1:pos:R:3:mulliken_charge:R:1
O -0.57 -0.77 -2.15 -0.499
O -1.50 0.79 2.46 -0.666
N -0.97 0.37 0.20 -0.299
C 0.14 -0.83 0.04 -0.729
C 0.60 -0.83 -1.38 -0.244
C -0.60 0.93 1.64 0.667
C 0.71 1.28 1.56 -1.143
H -1.00 1.13 -0.50 0.329
H -0.45 -1.69 0.35 0.352
H -1.96 0.05 0.24 0.311
H 1.20 -1.73 -1.57 0.346
H 1.25 0.05 -1.55 0.257
H 1.18 1.46 0.59 0.287
H 1.05 -0.84 0.69 0.446
H 1.27 1.43 2.46 0.279
H -0.33 -0.80 -3.08 0.306
```

Values from the calculation:
energy above the lowest of the compared OMol25 structures with the same formula, charge and spin = 371.3 kJ/mol
orbital gap = 7.41 eV
SMILES string = C=C([O-])[NH2+]CCO

---

no.,E (Eh),maximum force (eV/Å)
1,-2620.75165,1.77
2,-1396.60002,4.84
3,-1959.62209,1.32
4,-392.47447,4.47
5,-302.56433,5.15
6,-1755.61424,1.90
7,-400.55485,4.09
8,-362.94410,1.69